[1]
Entry from the Open Molecules 2025 dataset: C6H4Cl2F12NaO12S4 as an isolated structure in a non-equilibrium geometry (ωB97M-V/def2-TZVPD).

Each line ends with the Mulliken charge.
Positions of all 41 atoms, in Å:
Na -10.691 18.577 -22.888  0.986
C -17.081 20.323 -23.869  0.501
F -18.035 19.987 -24.766  -0.219
F -16.372 21.398 -24.329  -0.228
F -17.656 20.661 -22.672  -0.230
S -15.952 18.741 -23.643  1.112
O -16.605 17.884 -22.640  -0.654
O -15.931 18.036 -24.943  -0.645
O -14.648 19.230 -23.245  -0.633
C -12.278 11.601 -23.445  0.520
F -13.294 10.759 -23.196  -0.232
F -11.459 11.500 -22.409  -0.232
F -11.645 11.238 -24.552  -0.217
S -12.990 13.405 -23.507  1.137
O -11.898 14.354 -23.362  -0.651
O -13.672 13.519 -24.817  -0.657
O -13.935 13.557 -22.367  -0.665
C -9.836 15.640 -28.686  0.577
F -8.582 15.941 -28.630  -0.232
F -10.166 15.171 -29.873  -0.230
F -10.015 14.627 -27.789  -0.232
S -11.034 17.095 -28.320  1.060
O -10.868 18.032 -29.408  -0.662
O -12.345 16.410 -28.280  -0.619
O -10.594 17.622 -26.976  -0.659
C -12.092 18.949 -16.612  0.563
F -12.378 20.100 -17.294  -0.241
F -10.917 19.032 -16.042  -0.223
F -13.027 18.776 -15.704  -0.227
S -12.222 17.373 -17.806  1.070
O -13.668 17.255 -18.120  -0.630
O -11.453 17.718 -19.005  -0.644
O -11.665 16.237 -17.030  -0.665
Cl -13.708 24.521 -27.526  -0.211
C -12.482 24.233 -26.307  -0.404
C -11.990 22.729 -26.393  -0.426
Cl -10.848 22.531 -25.033  -0.237
H -12.924 24.462 -25.337  0.311
H -11.644 24.904 -26.492  0.310
H -11.437 22.423 -27.281  0.328
H -12.801 22.019 -26.230  0.328

## Properties
Frontier orbital gap in eV: 5.212
Charge: -3
Molecular weight in Da: 718.23
HOMO energy in eV: -1.22

[2]
Entry from the Open Molecules 2025 dataset: C15H35CaN2O4P3 as an isolated structure in a non-equilibrium geometry (ωB97M-V/def2-TZVPD).

Each line ends with the Mulliken charge.
Positions of all 60 atoms, in Å:
Ca -0.830 0.682 0.653  0.757
P -3.080 -1.098 -0.275  -0.044
P 0.686 2.102 2.921  -0.055
N -1.117 0.707 -1.712  -0.073
N 0.902 1.981 -0.187  0.789
H 0.027 1.337 -3.397  0.413
H 2.029 1.959 -2.006  0.389
H 0.793 0.053 -2.407  0.218
C 0.164 0.975 -2.362  -0.798
H 0.625 3.011 -2.033  0.409
C 0.988 2.042 -1.651  -0.977
H -1.433 -0.736 -3.190  0.209
H 2.358 3.504 -0.153  0.366
C -1.998 0.082 -2.670  -0.826
C 1.681 2.859 0.440  -0.473
H -3.493 -1.566 -2.554  0.502
C -3.255 -0.609 -2.074  -0.796
H -4.118 0.060 -2.123  0.380
H -0.008 3.237 3.448  0.085
H 1.664 1.983 3.963  0.127
H -4.302 -0.530 0.220  0.063
H -3.676 -2.377 -0.460  0.111
O -2.471 2.120 1.603  -0.846
C -2.968 2.956 0.787  0.949
C -4.341 2.821 0.196  -1.018
C -2.202 4.147 0.303  -0.871
H -2.280 0.638 -3.590  0.362
H -4.558 1.775 -0.028  0.105
H -5.083 3.181 0.899  0.382
H -4.433 3.434 -0.720  0.353
H -1.130 3.914 0.261  0.051
H -2.575 4.452 -0.679  0.382
H -2.363 4.985 0.989  0.369
C 1.730 3.055 1.823  -0.583
H 2.408 3.837 2.172  0.415
C 4.534 -0.117 1.922  -1.033
C 4.159 -0.717 0.589  -0.215
O 3.050 -1.646 0.755  -0.274
P 1.655 -1.513 -0.126  0.478
O 0.545 -1.556 1.150  -0.102
C 0.449 -2.635 2.162  -0.305
C 1.566 -3.639 2.180  -1.100
O 1.451 -3.006 -0.758  -0.311
C 0.197 -3.708 -0.985  0.268
C 0.095 -4.101 -2.440  -1.399
H 3.739 0.534 2.297  0.115
H 5.434 0.491 1.814  0.411
H 4.738 -0.888 2.669  0.313
H 3.886 0.088 -0.111  0.224
H 5.012 -1.262 0.162  0.303
H 0.410 -2.120 3.127  0.387
H -0.505 -3.146 1.986  0.270
H 2.526 -3.199 2.451  0.206
H 1.329 -4.380 2.951  0.407
H 1.673 -4.185 1.242  0.276
H 0.198 -4.594 -0.335  0.312
H -0.658 -3.074 -0.697  -0.082
H 0.970 -4.675 -2.756  0.356
H -0.800 -4.716 -2.574  0.410
H 0.006 -3.213 -3.078  0.262

## Properties
2S+1: 2
Frontier orbital gap (alpha / beta) in eV: 7.092 / 4.528
Charge: +1
Molecular weight in Da: 440.45
HOMO energy (alpha / beta) in eV: -9.63 / -9.37

[3]
Entry from the Open Molecules 2025 dataset: one molecule with the formula C15H18N6O3S in a non-equilibrium geometry (ωB97M-V/def2-TZVPD).

Each line ends with the Mulliken charge.
Positions of all 43 atoms, in Å:
C 1.737 1.491 2.578  -1.149
C 1.427 2.539 1.516  -0.174
C 1.956 2.164 0.127  -1.168
N 1.344 0.961 -0.373  0.275
C 0.061 0.880 -0.827  0.345
S -1.028 2.234 -0.893  -0.171
C -2.266 1.577 -2.060  -0.799
C -3.370 0.783 -1.375  0.645
O -4.515 1.172 -1.359  -0.610
N -2.924 -0.377 -0.831  0.050
C -3.685 -1.304 -0.156  0.503
N -3.376 -2.576 -0.188  -0.495
O -4.264 -3.208 0.591  -0.054
N -5.139 -2.346 1.127  -0.553
C -4.831 -1.152 0.709  0.687
C -5.547 0.062 1.150  -1.173
N -0.212 -0.335 -1.229  -0.367
N 0.886 -1.077 -1.049  -0.996
C 1.825 -0.320 -0.535  0.651
C 3.147 -0.818 -0.259  1.306
C 4.204 -0.287 0.540  -0.514
C 5.227 -1.171 0.442  -0.814
O 4.890 -2.203 -0.352  -0.367
C 3.633 -2.004 -0.775  -0.060
C 3.009 -3.013 -1.660  -1.318
H 2.807 1.422 2.758  0.244
H 1.375 0.511 2.276  0.288
H 1.254 1.757 3.514  0.402
H 1.870 3.495 1.797  0.445
H 0.347 2.680 1.447  0.250
H 3.036 2.021 0.140  0.508
H 1.717 2.972 -0.573  0.326
H -1.732 0.964 -2.786  0.416
H -2.707 2.450 -2.540  0.408
H -1.957 -0.670 -1.054  0.316
H -6.392 -0.225 1.767  0.358
H -4.874 0.697 1.726  0.267
H -5.882 0.633 0.287  0.299
H 4.209 0.605 1.129  0.313
H 6.208 -1.178 0.872  0.463
H 3.774 -3.516 -2.245  0.387
H 2.478 -3.756 -1.065  0.276
H 2.279 -2.534 -2.305  0.354

## Properties
Structure (SMILES): CCCn1c(SCC(=O)Nc2nonc2C)nnc1-c1ccoc1C
Frontier orbital gap in eV: 8.788
Molecular weight in Da: 362.41
HOMO energy in eV: -8.39

[4]
Entry from the Open Molecules 2025 dataset: a 2-piece molecular cluster, C3H7IN overall in a non-equilibrium geometry (ωB97M-V/def2-TZVPD).

Each line ends with the Mulliken charge.
Positions of all 12 atoms, in Å:
C -1.207 -1.554 0.981  -0.684
C -0.915 -0.427 0.349  0.059
C -0.040 0.578 0.769  0.165
N 0.146 1.596 -0.061  -0.250
I 1.887 -0.143 -2.370  -0.071
H -1.972 -2.252 0.605  0.262
H -0.825 -1.727 1.890  0.308
H -1.395 -0.116 -0.663  0.209
H 0.375 0.564 1.714  0.411
H -0.102 1.524 -0.986  0.204
H 0.633 2.352 0.338  0.242
H 3.038 -0.908 -3.239  0.147

## Properties
Frontier orbital gap in eV: 7.606
Charge: +1
Molecular weight in Da: 184.00
HOMO energy in eV: -13.54

[5]
Entry from the Open Molecules 2025 dataset: one molecule with the formula C21H29N3O4S (ωB97M-V/def2-TZVPD).

Each line ends with the Mulliken charge.
Positions of all 58 atoms, in Å:
C -5.081 3.080 3.150  -1.448
C -3.892 2.343 2.545  -0.173
C -3.800 2.508 1.033  -0.435
O -3.599 3.878 0.676  -0.564
C -2.620 1.745 0.440  0.896
C -2.512 1.949 -1.075  -1.499
C -2.779 0.256 0.707  -0.166
O -3.873 -0.290 0.680  -0.670
N -1.652 -0.460 0.940  0.309
C -1.721 -1.915 1.082  -0.919
C -0.263 -2.315 1.279  -1.019
C 0.509 -1.247 0.494  2.077
N 0.329 -1.432 -0.956  0.113
C 0.906 -2.461 -1.630  0.815
O 1.246 -3.518 -1.132  -0.605
C 1.214 -2.120 -3.086  -1.311
N 2.343 -1.202 -3.118  0.100
C 3.676 -1.691 -2.821  -0.285
S 4.786 -0.299 -3.183  -0.177
C 3.454 0.897 -2.939  -0.409
C 2.147 0.135 -3.006  0.465
O 1.050 0.668 -2.942  -0.682
C 1.994 -1.136 0.792  -0.668
C 2.736 -2.240 1.194  0.033
C 4.114 -2.146 1.344  -0.878
C 4.768 -0.951 1.085  -0.490
C 4.035 0.157 0.683  -0.799
C 2.659 0.063 0.535  -0.452
C -0.279 0.015 0.868  -1.401
H -5.153 2.896 4.222  0.398
H -4.998 4.162 3.019  0.334
H -6.017 2.750 2.693  0.342
H -2.959 2.706 2.988  0.233
H -3.977 1.278 2.770  0.317
H -4.720 2.131 0.572  0.353
H -4.383 4.374 0.925  0.381
H -1.717 2.125 0.925  0.443
H -1.651 1.423 -1.494  0.238
H -3.409 1.563 -1.563  0.341
H -2.415 3.007 -1.307  0.409
H -2.360 -2.191 1.919  0.435
H -2.149 -2.354 0.180  0.378
H 0.020 -2.237 2.332  0.450
H -0.051 -3.321 0.930  0.511
H 0.224 -0.580 -1.497  0.003
H 1.472 -3.033 -3.616  0.442
H 0.371 -1.629 -3.571  0.392
H 3.756 -2.004 -1.776  0.137
H 3.929 -2.528 -3.470  0.400
H 3.512 1.390 -1.968  0.160
H 3.467 1.655 -3.719  0.464
H 2.241 -3.184 1.370  0.361
H 4.678 -3.016 1.655  0.397
H 5.842 -0.881 1.195  0.404
H 4.537 1.096 0.484  0.416
H 2.101 0.933 0.208  0.444
H -0.163 0.804 0.124  0.576
H 0.076 0.396 1.830  0.080

## Properties
Structure (SMILES): CC[C@@H](O)[C@H](C)C(=O)N1CC[C@](NC(=O)CN2CSCC2=O)(c2ccccc2)C1
Frontier orbital gap in eV: 9.800
Molecular weight in Da: 419.55
HOMO energy in eV: -9.23